Record 1
Here is a molecular structure, C12H43AsF6O9 at a distorted geometry from the OMol25 dataset. Energies are from ωB97M-V with the def2-TZVPD basis set.

Results
- Gap between HOMO and LUMO: 0.329 Ha
- ΔE to the lowest compared entry with this formula, charge and spin: 17.7 kcal/mol
- LUMO level: -0.566 eV
- Total charge: 0

```
71
C12H43AsF6O9 | the OMol25 dataset | ωB97M-V with the def2-TZVPD basis set
As 13.30095 13.84313 3.36243
F 14.78659 12.92874 3.09691
F 12.95436 13.00730 4.87468
F 14.05256 15.15223 4.24658
F 13.59525 14.80461 1.88088
F 12.45390 12.59340 2.48410
F 11.78436 14.70380 3.52738
O 14.17135 17.04936 0.26415
O 13.53306 15.11185 -0.74448
O 11.13216 10.90581 0.73684
O 12.72997 10.34275 4.83662
O 10.09942 12.57503 4.08256
O 18.44775 16.93649 2.57975
O 13.88293 17.56433 2.90923
O 15.35623 10.49132 3.92089
O 14.12354 19.90215 4.36372
C 9.30090 12.86788 5.20948
C 8.38607 14.05803 4.76184
C 14.19038 19.46151 5.72335
C 17.40517 14.83638 3.20748
C 18.33241 16.30713 4.98910
C 10.10969 13.21525 6.39941
C 15.25823 18.40350 6.01543
C 14.13889 14.34484 -2.94400
C 12.80418 18.85831 6.05168
C 17.70798 16.26541 3.60854
C 13.89649 12.70331 -1.08646
C 13.41069 14.01703 -1.66392
H 14.41295 20.38089 6.26965
H 12.47553 11.27166 4.97565
H 7.63839 13.77288 4.02214
H 14.40590 10.43716 4.10666
H 12.74066 18.45103 7.06139
H 8.59830 12.05160 5.38453
H 16.22614 18.85684 5.77963
H 11.24256 11.25751 1.62794
H 14.97909 12.62325 -0.95685
H 11.97650 19.56557 5.95210
H 12.46566 9.88792 5.64110
H 7.83642 14.54154 5.57266
H 13.64146 11.91570 -1.79587
H 10.76930 14.07381 6.24944
H 14.15006 17.30164 1.24317
H 16.68800 14.31797 3.84408
H 19.17517 15.61514 5.05288
H 15.36444 18.18712 7.07885
H 13.44341 12.51651 -0.11255
H 13.97024 18.34856 3.49034
H 16.99789 14.72958 2.20034
H 12.36559 13.83175 -1.93213
H 13.73896 13.65398 -3.69308
H 9.05792 14.77998 4.29254
H 13.72208 16.81324 3.48882
H 18.73336 17.77610 2.95433
H 13.38665 20.51265 4.27525
H 13.50389 14.70386 0.13593
H 10.79369 12.40671 6.66822
H 12.56420 18.04251 5.36768
H 17.65748 16.16376 5.83152
H 13.77330 15.28246 -3.37178
H 15.19297 17.43695 5.51681
H 18.27555 14.17621 3.23856
H 13.45928 16.37476 0.11667
H 15.43849 11.29052 3.38499
H 16.77382 16.81919 3.76228
H 9.48458 13.44573 7.26476
H 13.93462 17.80946 -0.29768
H 18.76650 17.29574 5.18126
H 11.71518 10.14171 0.70579
H 10.59105 13.34786 3.76542
H 15.22434 14.29170 -2.90789
```

=====

Record 2
Here is 9 unconnected molecules or ions with the total composition C12H43NO9 at a distorted geometry from the OMol25 dataset. Energies are from ωB97M-V with the def2-TZVPD basis set.

Results
- Gap between HOMO and LUMO: 0.365 Ha
- SMILES string: COC[C@H](C)N.CO.CO.CO.CO.CO.CO.CO.CO
- ΔE to the lowest compared entry with this formula, charge and spin: 83.7 kcal/mol
- LUMO level: 0.375 eV
- Total charge: 0

```
65
C12H43NO9 | the OMol25 dataset | ωB97M-V with the def2-TZVPD basis set
O -18.06639 -13.25990 41.13009
O -17.40898 -12.23630 43.86931
O -11.64828 -12.54589 44.77602
O -10.53076 -10.61951 40.98296
O -13.42667 -13.99995 46.33330
O -8.63061 -19.50685 41.56246
O -11.55593 -13.09379 41.98937
O -15.52194 -14.48164 37.73059
O -10.73570 -11.84244 37.12168
N -10.56421 -17.28357 43.85427
C -17.15158 -13.64798 40.09579
C -16.31715 -12.94045 44.41191
C -10.90070 -12.59968 38.31182
C -8.90042 -18.26323 42.17467
C -10.03438 -10.06077 42.18337
C -7.63542 -19.40296 40.57159
C -10.18138 -18.42694 42.98907
C -11.42414 -18.73501 42.16369
C -14.54601 -15.36400 38.30397
C -13.69505 -15.01767 45.40552
C -12.68518 -13.90641 41.73405
C -10.45795 -12.44973 45.52330
H -10.30223 -12.09950 39.07698
H -7.75663 -18.60341 39.83433
H -13.41006 -14.30534 47.24183
H -10.39982 -13.15675 46.35400
H -17.47059 -13.14685 39.18410
H -16.12878 -13.43435 40.38605
H -14.73154 -15.39113 39.38192
H -16.24481 -15.04344 37.45623
H -11.34383 -19.62911 41.54111
H -13.16456 -14.84399 44.46619
H -13.34979 -16.02507 45.64730
H -16.58956 -13.90093 44.87606
H -10.40708 -11.44913 45.97260
H -17.22687 -14.72585 39.91973
H -11.70733 -17.87619 41.54500
H -10.55426 -11.57225 41.16909
H -7.56881 -20.39646 40.13092
H -17.68694 -12.80367 43.13395
H -13.51565 -15.25823 37.97275
H -10.76170 -10.21214 42.98804
H -9.12755 -17.52989 41.38777
H -14.71723 -15.10964 45.03164
H -11.51048 -12.76235 42.90743
H -9.84471 -17.20771 44.56006
H -10.62336 -13.63509 38.13224
H -12.29926 -18.93849 42.78213
H -9.58439 -12.53728 44.87796
H -9.06243 -10.46955 42.48905
H -11.89520 -12.55311 38.77237
H -18.95566 -13.21845 40.77621
H -10.78113 -16.44927 43.32929
H -15.92516 -12.44287 45.30393
H -12.36938 -12.91280 45.32147
H -12.48752 -14.93527 42.05375
H -14.79545 -16.37809 37.95647
H -9.82509 -8.99341 42.09757
H -13.53283 -13.67066 42.38619
H -15.48606 -13.11707 43.72386
H -6.65898 -19.18900 41.03375
H -10.11087 -19.28906 43.65877
H -10.37504 -10.98370 37.34289
H -12.95392 -13.77984 40.69254
H -8.07649 -17.87542 42.78208
```

=====

Record 3
Here is 10 unconnected molecules or ions with the total composition C12H44N12O10 at a distorted geometry from the OMol25 dataset. Energies are from ωB97M-V with the def2-TZVPD basis set.

Results
- Gap between HOMO and LUMO: 0.340 Ha
- SMILES string: NC(N)=O.NC(N)=O.NC(N)=O.NC(N)=O.NC(N)=O.NC(N)=O.CC(C)O.CC(C)O.O.O
- ΔE to the lowest compared entry with this formula, charge and spin: 0.9 kcal/mol
- LUMO level: 0.243 eV
- Total charge: 0

```
78
C12H44N12O10 | the OMol25 dataset | ωB97M-V with the def2-TZVPD basis set
O 1.86751 1.37722 -2.98383
O 2.82806 -2.66158 0.99158
O -3.15796 2.20995 3.13176
O 0.54647 0.03564 -0.57837
O -4.65686 -2.07772 -2.52943
O 0.55794 0.47058 4.43192
O -3.61665 -0.33142 0.55807
O 3.19737 0.28806 0.48746
O 0.34682 -2.34424 -2.23378
O 3.85625 2.61964 -0.84066
N -4.81727 1.60761 0.95849
N 4.98199 -1.92302 1.28535
N -5.64981 -0.01274 -0.61528
N -4.09019 1.74547 5.10354
N 1.24733 -1.68107 3.84758
N 2.62684 -2.01809 -1.82403
N 1.65166 -1.33886 -3.88021
N 4.50204 -4.24534 0.96491
N 2.55247 0.29150 3.42018
N -1.82504 2.03457 4.95712
N -2.61871 -2.66517 -1.57242
N -2.87101 -2.67159 -3.92332
C 4.05672 -2.95496 1.10065
C 1.49328 -1.91879 -2.61354
C 1.34970 -0.28297 3.86241
C 0.10215 1.64866 1.22537
C 0.46457 2.01045 -4.77403
C -3.01202 1.98218 4.33012
C 0.04079 2.88127 -2.43475
C -4.59999 0.40093 0.29630
C -0.48520 0.46231 0.37625
C -0.94604 -0.71271 1.31073
C 1.05586 2.49021 -3.46385
C -3.44373 -2.41835 -2.64134
H -4.23642 1.81773 1.76183
H -0.14411 2.72995 -5.27423
H 3.35646 1.17811 0.10245
H 1.72426 -2.15829 3.09896
H -1.12156 1.73576 4.33962
H -1.76025 -0.43108 1.99240
H -1.34971 0.84709 -0.16314
H -5.70412 2.07048 0.83532
H -4.99596 2.09380 4.77798
H -0.06377 -1.00259 1.85960
H -6.43612 0.57554 -0.74243
H 0.91339 1.25610 1.85422
H 4.67487 2.48070 -1.35726
H -1.94378 -3.08636 -4.01573
H -0.67708 2.07893 -2.32495
H 2.54446 -2.35839 -0.82213
H 4.57407 -0.98499 1.14350
H 0.77721 -0.99346 -4.34464
H 5.93461 -2.04436 0.99982
H -1.68302 -2.38173 -1.78548
H -0.18467 1.17447 -4.39223
H -3.40017 -2.51396 -4.73772
H 2.41284 1.28983 3.30842
H 0.53054 2.47710 0.61703
H 1.25649 1.59351 -5.39009
H -1.34967 -1.50557 0.68367
H -0.70116 2.09156 1.85202
H 0.51311 2.94729 -1.44320
H 5.48943 -4.40670 1.00080
H 0.22594 -0.83417 -0.73937
H 0.30259 -1.91366 3.84289
H 1.72941 3.31036 -3.61605
H 1.43466 1.16426 -2.15658
H -1.54378 1.75521 5.88841
H 3.87201 -5.01349 0.98229
H 2.42035 -0.07684 0.04221
H 3.18114 2.63289 -1.55332
H 3.01865 -0.16159 2.68529
H -2.89449 -2.28794 -0.68947
H -5.45873 -0.79927 -1.22750
H -4.01701 1.60503 6.10100
H 3.46328 -1.52680 -2.11600
H -0.49027 3.79126 -2.73441
H 2.27072 -0.51330 -3.87471
```

=====

Question: Among the records above, which one has the lowest ΔE to the lowest compared entry with this formula, charge and spin?
Answer: C12H44N12O10

=====

Question: Which of these has the lowest LUMO level?
Answer: C12H43AsF6O9

=====

Question: What is the total charge in the first record?
Answer: 0